[1]
This record from the Open Molecules 2025 dataset describes a single C10H17N5O3 molecule. The level of theory is ωB97M-V/def2-TZVPD.

Output
Kohn-Sham gap: 0.3528 Ha
SMILES string: COc1nc(OCCNC(C)=O)nc(N(C)C)n1
E_HOMO: -8.8995 eV

Cartesian coordinates (Å):
C1 2.12 2.91 2.72
H1 1.35 2.43 3.33
H2 3.01 2.27 2.72
H3 2.36 3.89 3.12
O1 1.66 3.13 1.40
C2 1.32 2.05 0.71
N1 1.40 0.86 1.28
C3 1.02 -0.17 0.51
N2 1.06 -1.40 1.04
C4 1.59 -1.63 2.36
H4 1.86 -0.67 2.80
H5 2.47 -2.27 2.31
H6 0.83 -2.12 2.98
C5 0.69 -2.56 0.28
H7 0.09 -3.22 0.91
H8 0.10 -2.27 -0.58
H9 1.57 -3.10 -0.06
N3 0.59 -0.04 -0.75
C6 0.56 1.20 -1.21
N4 0.90 2.29 -0.53
O2 0.16 1.43 -2.45
C7 -0.36 0.34 -3.19
H10 0.07 -0.60 -2.81
H11 -0.06 0.50 -4.23
C8 -1.89 0.29 -3.08
N5 -2.33 0.26 -1.71
C9 -2.34 -0.89 -0.99
O3 -2.17 -1.98 -1.50
C10 -2.64 -0.69 0.48
H12 -1.80 -0.20 0.95
H13 -3.53 -0.07 0.60
H14 -2.81 -1.65 0.95
H15 -2.31 1.14 -1.21
H16 -2.25 -0.62 -3.57
H17 -2.32 1.17 -3.56

Atomic partial charges in e from the Mulliken method, atoms 1 to 5: -0.6928, 0.2991, 0.2967, 0.2376, -0.4132

[2]
This record from the Open Molecules 2025 dataset describes a molecular structure, C42H39F5N12O6S2SbSeY. The level of theory is ωB97M-V/def2-TZVPD.

Output
relative energy (zero: lowest compared OMol25 entry of this formula, charge and spin): 138.78 kcal/mol
Kohn-Sham gap: 0.1421 Ha
charge: -2
E_HOMO: -1.5855 eV

Cartesian coordinates (Å):
Y1 -0.03 0.31 0.96
C1 -1.78 -4.64 3.48
N1 -0.90 -3.79 2.71
C2 0.26 -4.43 2.13
C3 -1.24 -2.53 2.29
N2 -0.83 -2.02 1.18
N3 -2.00 -1.83 3.21
C4 -2.44 -0.52 3.10
N4 -3.15 -0.07 4.18
N5 -2.21 0.17 2.05
H1 -1.23 -5.12 4.29
H2 -2.23 -5.42 2.86
H3 -2.60 -4.06 3.91
H4 0.67 -5.14 2.84
H5 1.03 -3.67 1.93
H6 0.02 -4.98 1.20
H7 -0.34 -2.71 0.62
H8 -1.80 -2.10 4.17
H9 -2.79 -0.43 5.06
H10 -3.05 0.94 4.26
H11 -2.62 1.10 2.16
N6 -1.13 0.70 -1.36
N7 -0.32 1.72 -1.88
C5 0.96 1.96 -1.40
O1 1.59 2.91 -1.83
O2 1.36 1.09 -0.50
H12 -1.27 -0.03 -2.06
H13 -2.05 1.06 -1.13
H14 -0.66 2.35 -2.59
Se1 2.01 -0.91 2.39
O3 -6.60 6.84 -1.35
S1 -6.01 8.16 -1.36
O4 -6.78 9.18 -0.67
O5 -5.45 8.57 -2.64
C6 -4.50 8.00 -0.33
N8 -4.01 9.11 0.21
C7 -2.91 8.98 0.93
C8 -2.27 7.76 1.12
C9 -2.85 6.67 0.49
N9 -3.97 6.79 -0.22
C10 -2.28 5.30 0.59
C11 -0.96 5.06 0.91
C12 -0.49 3.75 0.97
N10 -1.27 2.70 0.72
C13 -2.55 2.94 0.44
C14 -3.10 4.20 0.35
H15 -2.51 9.88 1.38
H16 -1.39 7.68 1.73
H17 -0.26 5.87 1.10
H18 0.54 3.54 1.22
H19 -3.18 2.07 0.26
H20 -4.14 4.35 0.09
S2 -3.78 -1.33 -0.83
C15 -2.79 -2.29 -1.71
N11 -2.51 -3.58 -1.30
C16 -1.81 -4.48 -2.02
C17 -1.29 -4.12 -3.22
C18 -1.48 -2.76 -3.57
N12 -2.17 -1.89 -2.88
H21 -2.90 -3.82 -0.40
H22 -1.69 -5.46 -1.58
H23 -0.70 -4.79 -3.82
H24 -1.00 -2.38 -4.47
C19 2.29 -5.96 -4.28
C20 2.05 -5.95 -2.92
C21 1.91 -4.75 -2.24
C22 2.04 -3.53 -2.90
C23 2.29 -3.55 -4.27
C24 2.40 -4.75 -4.96
Sb1 1.70 -1.71 -1.79
C25 3.50 -1.72 -0.66
C26 4.02 -2.90 -0.14
C27 5.14 -2.89 0.68
C28 5.75 -1.68 0.99
C29 5.23 -0.50 0.50
C30 4.11 -0.51 -0.32
C31 2.25 -0.40 -3.35
C32 1.23 0.04 -4.19
C33 1.49 0.89 -5.26
C34 2.79 1.31 -5.49
C35 3.82 0.88 -4.67
C36 3.55 0.02 -3.61
H25 2.39 -6.89 -4.82
H26 1.96 -6.89 -2.37
H27 1.69 -4.77 -1.18
H28 2.40 -2.62 -4.82
H29 2.59 -4.74 -6.02
H30 3.55 -3.86 -0.36
H31 5.51 -3.81 1.09
H32 6.61 -1.66 1.65
H33 5.67 0.45 0.78
H34 3.67 0.43 -0.63
H35 0.20 -0.26 -4.01
H36 0.68 1.23 -5.89
H37 3.00 2.00 -6.30
H38 4.83 1.22 -4.84
H39 4.37 -0.31 -2.97
F1 1.00 -0.57 7.14
C37 1.72 0.44 6.48
C38 1.04 1.50 5.74
F2 1.61 2.76 5.82
C39 -0.33 1.49 5.15
F3 -1.10 0.41 5.85
C40 0.20 0.92 3.91
O6 0.25 1.55 2.80
C41 1.11 -0.32 4.04
F4 0.41 -1.44 4.57
C42 1.99 0.34 5.08
F5 3.26 0.62 4.61

Atomic partial charges in e from the Mulliken method, atoms 1 to 5: 0.3664, -1.1561, 0.4750, -1.2073, 0.1098

Q: Among the records above, which one has the lowest Kohn-Sham gap?
A: C42H39F5N12O6S2SbSeY

Q: Look up the E_HOMO of the second one.
A: -1.5855 eV